Version w
Density functional theory data (the ωB97M-V functional and the def2-TZVPD basis) for a single C3H6O3 molecule.

Bonds (Å) are listed after each position.
Atoms and positions in Å:
1 O -1.556 0.850 -0.062  C2 1.412, H7 0.968
2 C -1.105 -0.447 0.267  O1 1.412, C3 1.525, H8 1.099, H9 1.095
3 C 0.397 -0.555 0.025  C2 1.525, O4 1.403, C5 1.519, H10 1.105
4 O 0.635 -0.633 -1.355  C3 1.403, H11 0.973
5 C 1.061 0.696 0.574  C3 1.519, O6 1.210, H12 1.105
6 O 1.766 1.383 -0.130  C5 1.210
7 H -1.272 1.015 -0.973  O1 0.968
8 H -1.612 -1.221 -0.325  C2 1.099
9 H -1.343 -0.610 1.323  C2 1.095
10 H 0.809 -1.431 0.558  C3 1.105
11 H 1.350 0.001 -1.536  O4 0.973
12 H 0.869 0.953 1.632  C5 1.105

Calculated values
Frontier orbital gap ... 11.3 eV
2S+1 ... 1

***

Version x
Density functional theory data (the ωB97M-V functional and the def2-TZVPD basis) for a single C3H6O3 molecule.

Bonds (Å) are listed after each position.
Atoms and positions in Å:
1 O 1.852 1.153 -0.780  O4 1.420, H7 0.969
2 C 1.046 -1.062 0.451  C3 1.327, H8 1.084, H9 1.080
3 C 0.163 -0.169 0.023  C2 1.327, O4 1.371, C5 1.520
4 O 0.446 0.985 -0.661  O1 1.420, C3 1.371
5 C -1.340 -0.269 0.231  C3 1.520, O6 1.404, H10 1.098, H11 1.093
6 O -2.035 0.925 -0.017  C5 1.404, H12 0.964
7 H 1.909 1.322 -1.733  O1 0.969
8 H 0.695 -1.930 0.998  C2 1.084
9 H 2.105 -0.956 0.267  C2 1.080
10 H -1.516 -0.633 1.252  C5 1.098
11 H -1.760 -1.006 -0.458  C5 1.093
12 H -1.565 1.640 0.428  O6 0.964

Calculated values
Frontier orbital gap ... 9.9 eV
2S+1 ... 1

***

Version y
Density functional theory data (the ωB97M-V functional and the def2-TZVPD basis) for a single C3H6O3 molecule.

Bonds (Å) are listed after each position.
Atoms and positions in Å:
1 C 1.296 -0.371 0.025  H4 1.038, H5 1.173, O10 1.340, O12 1.511
2 C -0.715 -0.337 -1.066  H6 1.105, H7 1.219, O10 1.390, O11 1.383
3 C -0.670 0.696 0.932  H8 1.119, H9 1.089, O11 1.331, O12 1.316
4 H 1.741 -1.309 0.053  C1 1.038
5 H 2.055 0.459 0.361  C1 1.173
6 H -1.045 0.075 -2.037  C2 1.105
7 H -0.752 -1.554 -1.014  C2 1.219
8 H -0.354 1.768 0.964  C3 1.119
9 H -1.032 0.656 1.959  C3 1.089
10 O 0.667 -0.217 -1.148  C1 1.340, C2 1.390
11 O -1.422 0.383 -0.120  C2 1.383, C3 1.331
12 O 0.230 -0.251 1.090  C1 1.511, C3 1.316

Calculated values
Frontier orbital gap ... 10.4 eV
2S+1 ... 1

***

Version z
Density functional theory data (the ωB97M-V functional and the def2-TZVPD basis) for a single C3H6O3 molecule.

Bonds (Å) are listed after each position.
Atoms and positions in Å:
1 C 0.631 -0.361 -0.349  C2 1.360, C3 1.466, H5 1.051, O10 1.364
2 C 0.473 0.112 0.917  C1 1.360, C3 1.576, H6 1.198, O11 1.401
3 C -0.600 0.419 -0.197  C1 1.466, C2 1.576, H8 1.069, O12 1.401
4 H 1.325 0.514 -1.884  O10 1.052
5 H 0.482 -1.347 -0.683  C1 1.051
6 H 1.272 0.998 1.023  C2 1.198
7 H -0.683 -0.815 1.826  O11 0.981
8 H -0.608 1.433 -0.535  C3 1.069
9 H -2.407 -0.169 -1.027  O12 1.154
10 O 1.730 0.132 -0.991  C1 1.364, H4 1.052
11 O 0.294 -0.876 1.894  C2 1.401, H7 0.981
12 O -1.909 -0.039 0.005  C3 1.401, H9 1.154

Calculated values
Frontier orbital gap ... 9.8 eV
2S+1 ... 1

***

version w is the most stable structure; the next one sits 0.0890 hartree above it.

***

Version w
Density functional theory data (the ωB97M-V functional and the def2-TZVPD basis) for a single C3H6O3 molecule.

Bonds (Å) are listed after each position.
Atoms and positions in Å:
1 O 0.354 -0.983 1.168  C5 1.526, H7 0.973
2 C 1.250 0.082 -0.253  C3 1.403, H8 1.086, H9 1.085
3 C 0.071 0.748 -0.618  C2 1.403, O4 1.377, C5 1.806, H10 1.093
4 O -0.591 0.271 -1.727  C3 1.377, H11 0.985
5 C -0.755 0.001 0.804  O1 1.526, C3 1.806, O6 1.237, H12 1.101
6 O -1.808 -0.519 0.414  C5 1.237
7 H 0.028 -1.816 0.785  O1 0.973
8 H 1.590 -0.780 -0.820  C2 1.086
9 H 1.967 0.541 0.420  C2 1.085
10 H 0.020 1.829 -0.461  C3 1.093
11 H -1.406 -0.138 -1.354  O4 0.985
12 H -0.708 0.761 1.600  C5 1.101

Calculated values
Frontier orbital gap ... 8.9 eV
2S+1 ... 1

***

Version x
Density functional theory data (the ωB97M-V functional and the def2-TZVPD basis) for a single C3H6O3 molecule.

Bonds (Å) are listed after each position.
Atoms and positions in Å:
1 C 0.076 -0.281 0.700  C2 1.554, C3 1.643, O4 1.333, H7 1.105
2 C 0.611 -0.428 -0.752  C1 1.554, H8 1.167, H9 1.020, H10 1.115
3 C -1.383 0.459 0.848  C1 1.643, O5 1.357, O6 1.193
4 O 0.888 0.303 1.581  C1 1.333, H12 0.935
5 O -2.019 0.357 -0.346  C3 1.357, H11 0.993
6 O -1.834 0.861 1.877  C3 1.193
7 H -0.354 -1.186 1.166  C1 1.105
8 H -0.228 -1.065 -1.255  C2 1.167
9 H 0.829 0.461 -1.202  C2 1.020
10 H 1.560 -1.002 -0.638  C2 1.115
11 H -2.977 0.601 -0.446  O5 0.993
12 H 0.656 1.068 2.066  O4 0.935

Calculated values
Frontier orbital gap ... 10.6 eV
2S+1 ... 1

***

Version y
Density functional theory data (the ωB97M-V functional and the def2-TZVPD basis) for a single C3H6O3 molecule.

Bonds (Å) are listed after each position.
Atoms and positions in Å:
1 C 1.087 -0.230 -0.072  C2 1.486, O4 1.356, O5 1.409, H8 1.095
2 C 0.835 1.222 -0.260  C1 1.486, O4 1.734, O6 1.324, H9 1.089
3 C -1.096 -1.059 0.557  O5 1.421, H10 1.097, H11 1.089, H12 1.093
4 O 0.768 -0.097 -1.383  C1 1.356, C2 1.734
5 O 0.298 -0.981 0.821  C1 1.409, C3 1.421
6 O -0.361 1.788 -0.301  C2 1.324, H7 0.980
7 H -0.920 1.193 -0.844  O6 0.980
8 H 2.126 -0.478 0.168  C1 1.095
9 H 1.642 1.953 -0.220  C2 1.089
10 H -1.628 -0.180 0.943  C3 1.097
11 H -1.455 -1.930 1.102  C3 1.089
12 H -1.295 -1.200 -0.509  C3 1.093

Calculated values
Frontier orbital gap ... 10.2 eV
2S+1 ... 1

***

version x is the most stable structure; the next one sits 0.0724 hartree above it.

***

Version w
Density functional theory data (the ωB97M-V functional and the def2-TZVPD basis) for 2 unconnected molecules or ions with the total composition C6H9N3.

Bonds (Å) are listed after each position.
Atoms and positions in Å:
1 C 1.543 0.589 -0.103  C2 1.474, H10 1.200, N16 1.456
2 C 0.083 0.450 0.046  C1 1.474, C3 1.417, C6 1.403
3 C -0.735 1.520 -0.394  C2 1.417, C4 1.427, H11 1.248
4 C -2.142 1.299 -0.310  C3 1.427, H12 1.142, N17 1.276
5 C -1.889 -0.827 0.269  C6 1.302, H13 1.048, N17 1.348
6 C -0.588 -0.760 0.281  C2 1.403, C5 1.302, N18 1.429
7 H 2.333 -1.297 -0.673  N16 0.951
8 H 3.079 -0.385 -0.388  N16 0.938
9 H 1.974 1.829 -0.847  no bonds
10 H 1.724 0.640 1.082  C1 1.200
11 H -0.475 2.730 -0.557  C3 1.248
12 H -2.907 2.062 -0.678  C4 1.142
13 H -2.315 -1.774 0.414  C5 1.048
14 H 0.872 -1.532 1.291  N18 0.936
15 H -0.363 -2.497 0.840  N18 0.883
16 N 2.292 -0.373 -0.898  C1 1.456, H7 0.951, H8 0.938
17 N -2.714 0.184 -0.068  C4 1.276, C5 1.348
18 N 0.228 -1.858 0.693  C6 1.429, H14 0.936, H15 0.883

Calculated values
Frontier orbital gap ... 9.5 eV
2S+1 ... 1

***

Version x
Density functional theory data (the ωB97M-V functional and the def2-TZVPD basis) for a single C6H9N3 molecule.

Bonds (Å) are listed after each position.
Atoms and positions in Å:
1 N -1.818 2.246 1.916  C2 1.352, C3 1.378
2 C -1.321 1.616 3.004  N1 1.352, N7 1.478, H10 1.096
3 C -1.252 1.624 0.823  N1 1.378, C4 1.357, H11 1.097
4 C -0.507 0.541 1.161  C3 1.357, C5 1.434, N7 1.308
5 C 0.084 -0.437 0.295  C4 1.434, C6 1.342, H12 1.132
6 C 0.505 -0.249 -0.965  C5 1.342, C9 1.474, H13 1.154
7 N -0.549 0.477 2.467  C2 1.478, C4 1.308, H14 1.017
8 N 1.153 -0.946 -3.132  C9 1.458, H15 1.033, H16 1.063
9 C 0.886 -1.418 -1.778  C6 1.474, N8 1.458, H17 1.120, H18 1.078
10 H -1.516 1.916 4.040  C2 1.096
11 H -1.630 1.828 -0.185  C3 1.097
12 H 0.289 -1.481 0.681  C5 1.132
13 H 0.625 0.811 -1.404  C6 1.154
14 H -0.022 -0.146 3.074  N7 1.017
15 H 2.136 -0.629 -3.086  N8 1.033
16 H 1.232 -1.725 -3.851  N8 1.063
17 H 0.027 -2.134 -1.833  C9 1.120
18 H 1.678 -1.895 -1.226  C9 1.078

Calculated values
Frontier orbital gap ... 8.8 eV
2S+1 ... 1

***

version x is the most stable structure; the next one sits 0.1265 hartree above it.